Model w:
Entry from the OMol25 dataset: a cluster of 2 separate species, C5H14N2O in total (the ωB97M-V functional and the def2-TZVPD basis).

Summary:
HOMO-LUMO gap in eV: 6.22
Spin multiplicity: 1
Charge: 0
Highest occupied orbital energy in eV: -8.93

XYZ file:
```
22
Properties=species:S:1:pos:R:3:mulliken_charge:R:1
C -0.91694 0.05981 2.02847 -1.373
C -0.35354 0.35999 0.60973 0.554
C -1.40137 -0.04549 -0.47621 -0.561
C -1.08448 -1.49954 -0.66503 -0.378
O 0.23581 -1.68429 -0.86947 -0.595
N 0.15011 1.62147 0.53123 -0.384
C 0.69897 1.98515 -0.75007 -0.616
N 1.57772 1.02193 -1.46444 -0.528
H -1.28583 1.01866 2.39343 0.382
H -1.65097 -0.73049 2.10929 0.377
H -0.03782 -0.13063 2.64860 0.334
H 0.49245 -0.37944 0.42552 0.191
H -2.43388 0.25271 -0.25842 0.332
H -1.15745 0.56123 -1.35466 0.305
H -1.57106 -1.91282 -1.54245 0.416
H -1.46052 -1.99753 0.24945 0.240
H 1.17448 0.08775 -1.42059 0.325
H -0.06733 2.31449 -1.46221 0.320
H 1.34999 2.82697 -0.51861 0.428
H 2.69822 -2.69541 0.61646 0.228
H 2.50719 -2.04442 0.32941 -0.258
H 2.53625 1.00990 -1.15942 0.259
```

=====

Model x:
Entry from the OMol25 dataset: an isolated molecule of C5H14N2O (the ωB97M-V functional and the def2-TZVPD basis).

Summary:
SMILES: CN[C@](C)(N)[C@H](C)O
HOMO-LUMO gap in eV: 9.43
Spin multiplicity: 1
Charge: 0
Highest occupied orbital energy in eV: -8.51

XYZ file:
```
22
Properties=species:S:1:pos:R:3:mulliken_charge:R:1
C -0.15190 -0.08970 0.11253 1.214
C 0.23826 0.68195 -1.15590 -0.280
C -1.61675 -0.51069 0.11488 -1.743
C -0.10082 -0.16864 -2.44374 -1.507
C 0.25291 0.50688 2.54852 -0.991
N 0.04587 0.96724 1.19208 -0.365
N 0.68713 -1.26565 0.21632 -0.658
O 1.60599 1.02074 -1.13476 -0.593
H 2.10510 0.24959 -1.42903 0.386
H 0.78526 1.61901 0.94496 0.286
H -0.31782 1.62118 -1.19345 0.481
H 0.35336 -1.89626 0.93416 0.281
H 1.64926 -1.01396 0.41776 0.236
H -2.24350 0.32742 -0.17350 0.329
H -1.77122 -1.33170 -0.57840 0.459
H -1.90350 -0.83132 1.11322 0.400
H -1.17193 -0.24465 -2.59849 0.362
H 0.34211 0.33013 -3.30372 0.410
H 0.32979 -1.16295 -2.34399 0.372
H 0.30489 1.37455 3.20656 0.356
H 1.17444 -0.08051 2.69482 0.291
H -0.59692 -0.10266 2.85917 0.275
```

=====

Model y:
Entry from the OMol25 dataset: a structure of composition C5H14N2O (the ωB97M-V functional and the def2-TZVPD basis).

Summary:
HOMO-LUMO gap in eV: 8.94
Spin multiplicity: 1
Charge: 0
Highest occupied orbital energy in eV: -7.99

XYZ file:
```
22
Properties=species:S:1:pos:R:3:mulliken_charge:R:1
C -0.29924 -0.57027 -0.25648 1.147
C -0.61805 0.65198 -1.00338 -0.234
C -1.46894 -1.35136 0.31509 -1.613
C 0.83835 -1.45149 -0.74668 -1.459
C 0.46325 1.54257 -1.57165 -1.258
N 0.31555 0.57371 1.14358 0.099
N 1.49907 0.39040 1.86552 -0.762
O -0.79171 0.88237 2.08389 -0.476
H -0.92333 1.83579 1.95991 0.308
H 1.75421 1.23375 2.38485 0.235
H 1.39722 -0.34406 2.56851 0.208
H -1.52353 1.15505 -0.67131 0.367
H -0.93076 -0.22526 -1.78170 0.189
H -2.39800 -0.77633 0.35269 0.358
H -1.23101 -1.60032 1.35440 0.361
H -1.67641 -2.25235 -0.26820 0.413
H 1.19886 -2.06343 0.08378 0.345
H 0.49162 -2.13398 -1.52991 0.411
H 1.67251 -0.87958 -1.15406 0.369
H 0.48053 1.49313 -2.66402 0.335
H 0.28958 2.57828 -1.27341 0.314
H 1.46024 1.31140 -1.19144 0.344
```

=====

Model z:
Entry from the OMol25 dataset: a cluster of 2 separate species, C5H14N2O in total (the ωB97M-V functional and the def2-TZVPD basis).

Summary:
SMILES: C=CC[C@H](N)CN.O
HOMO-LUMO gap in eV: 9.30
Spin multiplicity: 1
Charge: 0
Highest occupied orbital energy in eV: -8.66

XYZ file:
```
22
Properties=species:S:1:pos:R:3:mulliken_charge:R:1
N -0.91260 -1.90214 1.26461 -0.742
C -0.40103 -0.71745 0.63063 0.449
C -1.56090 0.23218 0.37632 -1.216
C -1.27256 1.26587 -0.68299 -0.017
C -1.69499 1.15274 -1.92830 -0.791
C 0.65872 -0.01449 1.52526 -0.653
N 2.00934 -0.51044 1.17258 -0.630
H -1.58115 -1.69932 1.98915 0.221
H -0.16118 -2.51225 1.54652 0.237
H 0.06581 -0.94362 -0.29784 0.434
H -1.89788 0.80899 1.24181 0.337
H -2.46937 -0.33922 0.15235 0.517
H -0.60801 2.06268 -0.37223 0.259
H -2.24168 0.25686 -2.21131 0.250
H -1.57457 1.88598 -2.71576 0.295
H 0.46297 -0.24036 2.57198 0.289
H 0.61185 1.07011 1.36369 0.268
H 2.71650 0.13079 1.50269 0.240
H 2.03700 -0.57074 0.16109 0.267
H 3.33872 0.27399 -2.14116 0.283
H 2.08488 0.19543 -3.02696 0.294
O 2.39015 0.11440 -2.12215 -0.592
```

=====

Top of the stability list: model x, leading by 0.0337 hartree.

=====

Model w:
Entry from the OMol25 dataset: an isolated molecule of C5H14N2O (the ωB97M-V functional and the def2-TZVPD basis).

Summary:
SMILES: C[C@H](CO)NCCN
HOMO-LUMO gap in eV: 9.14
Spin multiplicity: 1
Charge: 0
Highest occupied orbital energy in eV: -8.23

XYZ file:
```
22
Properties=species:S:1:pos:R:3:mulliken_charge:R:1
N -0.17141 2.64907 -1.32543 -0.662
C -1.46696 1.92835 -0.76786 -0.423
C -1.29066 0.99896 0.51449 -0.789
N 0.14511 0.46118 0.36522 -0.362
C -0.30605 -2.01434 0.98687 -1.312
C 0.34436 -0.92117 0.00615 0.077
C 1.95258 -1.04801 -0.06778 -0.341
O 2.07793 -2.47367 -0.27570 -0.511
H 0.62154 2.05371 -1.35614 0.276
H 0.05935 3.51445 -0.71612 0.233
H 0.79818 1.08782 0.63068 0.318
H -2.14526 2.85396 -0.77807 0.375
H -2.02043 1.20717 -1.43589 0.240
H -1.91747 0.12796 0.71366 0.295
H -1.27454 1.50939 1.45437 0.386
H 1.30840 -2.81127 -0.69429 0.326
H -0.17184 -2.97812 0.58540 0.460
H 0.36328 -2.14114 1.88601 0.233
H -1.30592 -1.94149 1.11383 0.497
H -0.32068 -0.89352 -0.94470 0.104
H 2.30845 -0.80560 0.93254 0.335
H 2.41204 -0.36371 -0.82724 0.246
```

=====

Model x:
Entry from the OMol25 dataset: a cluster of 2 separate species, C5H14N2O in total (the ωB97M-V functional and the def2-TZVPD basis).

Summary:
SMILES: C/C=C/O.NCCN
HOMO-LUMO gap in eV: 9.58
Spin multiplicity: 1
Charge: 0
Highest occupied orbital energy in eV: -8.84

XYZ file:
```
22
Properties=species:S:1:pos:R:3:mulliken_charge:R:1
C -2.21309 2.49437 -0.11858 -1.070
C -1.94210 1.02314 -0.14349 0.118
C -2.20723 0.28054 -1.20108 -0.370
O -1.93580 -1.06813 -1.28669 -0.485
H -1.30811 3.07892 -0.27270 0.240
H -2.90197 2.76331 -0.91647 0.325
H -2.63179 2.80841 0.83502 0.307
H -1.39519 0.56295 0.67305 0.322
H -2.73218 0.68305 -2.06485 0.286
H -2.60924 -1.47730 -1.84039 0.322
C 2.09290 -1.55363 0.85921 -0.493
C 1.72352 -0.28688 0.11115 -0.274
N 1.16944 -0.60430 -1.19765 -0.654
N 2.75146 -1.20716 2.12624 -0.602
H 1.20472 -2.19360 0.98127 0.278
H 2.82118 -2.08947 0.24599 0.325
H 1.06168 0.33554 0.72428 0.148
H 2.64295 0.27891 -0.02851 0.328
H 0.88154 0.24009 -1.67381 0.264
H 0.34298 -1.18500 -1.14864 0.245
H 2.06665 -0.83770 2.77810 0.209
H 3.11766 -2.04606 2.55853 0.232
```

=====

Model y:
Entry from the OMol25 dataset: a cluster of 2 separate species, C5H14N2O in total (the ωB97M-V functional and the def2-TZVPD basis).

Summary:
HOMO-LUMO gap in eV: 4.86
Spin multiplicity: 1
Charge: 0
Highest occupied orbital energy in eV: -7.70

XYZ file:
```
22
Properties=species:S:1:pos:R:3:mulliken_charge:R:1
N 1.93612 -0.20786 1.09833 -0.600
C 1.67877 -0.23268 -0.28067 0.278
C 1.79012 1.13710 -0.97888 -1.346
O -2.16856 0.48275 -1.37193 -0.800
C 0.29542 -0.88083 -0.41519 -0.686
N -0.44169 -0.56127 0.83358 0.001
C -0.56514 0.86922 1.17889 -0.980
C -1.73736 -1.09776 0.68102 -0.645
H -3.00137 0.60079 -1.84239 0.156
H 2.31361 -1.12548 1.37168 0.259
H 2.33785 -0.92546 -0.80765 0.507
H 1.68986 1.02383 -2.06195 0.379
H 1.04797 1.82214 -0.60418 0.277
H 2.76927 1.56219 -0.75174 0.364
H -0.26312 -0.56443 -1.30916 0.333
H 0.43945 -1.96248 -0.43560 0.466
H 0.40524 1.29673 1.33520 0.308
H -1.14910 1.37271 0.40345 0.391
H -1.11669 0.94520 2.11092 0.372
H -2.31035 -0.92968 1.58797 0.342
H -2.26086 -0.46865 -0.18373 0.268
H -1.68943 -2.15609 0.44203 0.355
```

=====

Model z:
Entry from the OMol25 dataset: a structure of composition C5H14N2O (the ωB97M-V functional and the def2-TZVPD basis).

Summary:
HOMO-LUMO gap in eV: 8.37
Spin multiplicity: 1
Charge: 0
Highest occupied orbital energy in eV: -7.61

XYZ file:
```
22
Properties=species:S:1:pos:R:3:mulliken_charge:R:1
C -1.73402 -0.61895 -0.48742 -1.141
C 0.64194 -1.81372 0.22277 -1.432
C -0.26592 -0.74812 0.78484 1.037
N -1.66157 -1.09569 -1.87369 -0.522
O -0.60269 -0.75373 1.95775 -0.660
H -1.00572 -0.55539 -2.42924 0.249
H -1.37847 -2.06881 -1.91819 0.277
H -2.37536 -1.30870 0.06445 0.450
H -2.28570 0.32777 -0.43937 0.430
H 1.58421 -1.81608 0.77882 0.351
H 0.18058 -2.78971 0.37122 0.380
H 0.83188 -1.65751 -0.83890 0.306
C 1.89484 1.04034 -0.06404 -1.002
C -0.06237 2.06898 0.98208 -1.047
N 0.44620 0.99960 0.12544 -0.096
H -0.35495 0.60570 -0.54842 0.348
H 2.20220 0.30848 -0.81030 0.297
H -0.23581 2.96171 0.37796 0.350
H 2.22718 2.02820 -0.38993 0.383
H 2.39607 0.80907 0.88125 0.331
H 0.57832 2.29150 1.83728 0.364
H -1.02087 1.78506 1.41563 0.346
```

=====

Top of the stability list: model x, leading by 0.0740 hartree.